(1)
119
Properties=species:S:1:pos:R:3:mulliken_charge:R:1 method="wB97M-V/def2-TZVPD" homo_ev=-11.17 gap_ev=8.77 total_charge=+1
F -2.43836 -0.07443 6.66535 -0.32
F -1.24403 -1.81021 6.95855 -0.27
F 1.93689 0.51468 7.64516 -0.21
F -1.19141 0.06109 8.87852 -0.30
F 1.18235 -0.29921 9.47257 -0.27
F -0.35717 1.51218 7.50153 -0.23
F 1.22833 -1.51433 7.69195 -0.25
O 0.75675 -0.07406 5.40774 0.22
O -3.90529 0.60447 -2.46113 -0.61
O 2.97749 -3.09141 -2.34644 -0.69
O 6.68991 -3.61166 -6.18598 -0.65
O -8.81872 1.57609 -4.38577 -0.66
N 0.23549 -3.34343 3.47998 -0.37
N -0.62784 -0.32563 5.26092 0.24
C 0.75336 4.10112 0.43320 -0.51
C 1.66731 3.58916 -0.68356 -0.05
C -5.68480 4.28463 -1.59704 -0.59
C -6.97882 0.09948 -4.29572 0.29
C 3.37406 0.00603 3.52813 -1.40
C 4.39540 -5.50732 -2.45909 -0.46
C 4.99330 -2.27780 -5.23117 0.50
C 3.23646 -1.00464 -4.18253 -0.62
C -6.95264 4.54285 -2.10733 -0.47
C -5.70402 2.11977 -2.63919 0.16
C -1.19777 -0.52867 6.67821 0.69
C -7.60660 -0.84297 -5.10123 -0.61
C -0.27257 0.27388 -1.83398 -1.20
C 3.79370 -3.22726 -3.23497 0.50
C 2.33679 -1.10550 3.76300 0.33
C 6.30455 -5.78076 -4.46328 -0.58
C 0.63181 0.20985 0.55233 -0.15
C -5.67415 -2.26663 -4.93781 -0.56
C -0.40985 1.54646 3.50242 1.33
C 0.90808 -0.07936 -0.92612 -0.61
C -7.69672 1.36876 -3.98033 0.49
C 1.74605 -1.13514 5.15631 -1.23
C 6.08432 -6.81307 -3.56697 -0.50
C 0.42797 3.94134 2.98904 -1.19
C -1.07492 -1.44297 4.32279 -0.39
C -6.95494 -2.02230 -5.42123 -0.49
C 5.56847 -4.60628 -4.36293 0.15
C 0.60076 2.66431 3.84283 -0.70
C -1.20102 1.00283 4.67893 -1.36
C -5.04641 -1.33398 -4.12943 -0.51
C 3.43278 0.01519 -5.09814 -0.39
C -5.69571 -0.14835 -3.80442 0.20
C 0.73348 2.48359 -2.80860 -0.33
C -5.06183 3.07682 -1.86121 -0.63
C 5.19174 -1.24888 -6.14429 -0.67
C 1.42841 4.03356 1.81143 -0.66
C 4.01651 -2.15296 -4.24262 0.06
C 4.60808 -4.46939 -3.35917 0.08
C 5.83170 -3.50757 -5.33807 0.59
C 4.41355 -0.10542 -6.07703 -0.64
C 1.13465 3.79489 -2.11710 -1.48
C -5.00322 0.83531 -2.92599 0.45
C -0.69190 -2.92729 4.52754 -1.45
C -6.97690 2.37833 -3.14843 0.46
C -0.46625 1.76298 -2.14967 0.16
C -7.59861 3.59187 -2.87915 -0.66
C 1.03220 -0.28014 8.17362 0.80
C 5.13117 -6.67555 -2.56374 -0.50
C -0.41469 0.22147 7.81284 0.70
H 3.41531 0.70278 4.37271 0.32
H 4.56766 0.69371 -6.79026 0.40
H 2.08967 4.89684 1.93773 0.51
H 0.47704 2.71853 -3.84875 0.61
H -2.23183 0.76887 4.42265 0.38
H 3.64751 -5.38248 -1.68787 0.46
H 7.04306 -5.86697 -5.24870 0.48
H 1.53421 -1.04309 3.02206 -0.20
H -7.43532 5.48983 -1.90422 0.40
H 1.88917 4.30488 -2.72513 0.42
H -1.18288 -0.07953 -1.32928 0.37
H -0.22791 -3.11236 5.49187 0.70
H 6.65535 -7.72859 -3.64905 0.40
H 2.78849 -2.09141 3.61546 0.70
H -8.60169 -0.63343 -5.46953 0.48
H 0.08258 0.73496 2.96346 -1.83
H 1.82011 2.51315 -0.52668 -0.32
H 5.95678 -1.36402 -6.90009 0.50
H 4.96259 -7.48411 -1.86436 0.40
H -5.18272 5.03132 -0.99535 0.41
H -7.44401 -2.75386 -6.05100 0.40
H -0.25068 -3.45382 2.59339 0.25
H -0.77854 2.30078 -1.24603 -0.28
H 1.12746 -1.15027 -1.02040 0.47
H 3.14776 0.59391 2.63590 0.17
H 2.47998 -0.92799 -3.41205 0.70
H 0.41403 5.11932 0.20558 0.57
H 2.65868 4.04464 -0.56688 0.68
H -4.07337 2.85851 -1.47937 0.63
H -0.58723 3.95539 2.57516 0.55
H 1.82526 0.43309 -1.23674 0.49
H 0.26031 4.45867 -2.10130 0.42
H -1.15944 1.93662 2.80411 1.10
H -0.08306 -0.51742 0.96026 0.49
H 2.07174 3.14378 1.81850 0.22
H 2.51011 -0.87860 5.89915 0.58
H -0.15482 3.48269 0.46065 0.00
H 0.55228 2.89827 4.91283 0.60
H 1.60554 1.81701 -2.85849 -0.21
H -1.63392 -3.49174 4.54174 0.25
H -5.16594 -3.18697 -5.19449 0.41
H 0.60456 -4.26569 3.69399 0.24
H -2.16273 -1.33917 4.36200 0.88
H -0.75188 -1.10870 3.33527 0.15
H 1.60831 2.27978 3.67849 0.14
H 1.55554 0.14448 1.14190 -0.16
H 2.81960 0.90645 -5.05252 0.47
H -8.58496 3.77273 -3.28438 0.49
H -1.31129 1.82735 -2.84331 0.43
H -4.05134 -1.50697 -3.74236 0.51
H 0.22725 1.21847 0.70092 -0.35
H -0.21423 -0.27805 -2.77959 0.47
H 4.37749 -0.40470 3.40037 0.41
H -1.19090 1.69983 5.51270 0.53
H 1.35000 -2.10166 5.43764 0.36
H 0.49854 4.82658 3.62763 0.40

(2)
19
Properties=species:S:1:pos:R:3:mulliken_charge:R:1 method="wB97M-V/def2-TZVPD" homo_ev="-9.43 / -9.55" de_lowest_kj_mol=135.4 s2=0.76 gap_ev="10.51 / 7.50" spin_multiplicity=2
O 0.47371 -0.13679 1.20276 -0.75
O 2.66553 0.11804 0.03210 -0.69
N -2.03335 -0.59730 2.20826 -0.63
C -1.20558 -0.58737 -0.59991 -0.77
C -0.27050 0.35397 0.22786 0.34
C 0.08604 0.94264 -2.36030 -1.25
C 0.11867 -0.10849 -1.24757 0.32
H -1.05539 -0.48124 2.19342 0.29
H 3.56064 0.20574 0.49060 0.27
H -1.21311 -1.54458 -0.23839 0.27
H 0.92867 -0.90287 -1.30125 0.39
H 0.71647 0.59841 -3.22137 0.31
H -1.00263 1.12341 -2.76692 0.30
H 1.87971 0.00829 0.69626 0.42
H -0.69495 1.43005 0.37583 0.22
H -2.25620 -1.52876 2.52811 0.20
H -2.48792 0.04239 2.84436 0.19
H 0.49596 1.96513 -2.00272 0.29
H -2.12355 -0.18932 -1.05517 0.26